Record 1
{
  "formula": "C16H56N16O12",
  "method": "ωB97M-V with the def2-TZVPD basis set",
  "symbols": ["N", "C", "N", "O", "H", "H", "H", "H", "N", "C", "N", "O", "H", "H", "H", "H", "N", "C", "N", "O", "H", "H", "H", "H", "N", "C", "N", "O", "H", "H", "H", "H", "N", "C", "N", "O", "H", "H", "H", "H", "N", "C", "N", "O", "H", "H", "H", "H", "N", "C", "N", "O", "H", "H", "H", "H", "N", "C", "N", "O", "H", "H", "H", "H", "C", "C", "O", "H", "H", "H", "H", "H", "H", "C", "C", "O", "H", "H", "H", "H", "H", "H", "C", "C", "O", "H", "H", "H", "H", "H", "H", "C", "C", "O", "H", "H", "H", "H", "H", "H"],
  "xyz": [[4.34559, -2.26667, 0.52995], [3.81809, -1.59940, 1.51208], [4.12477, -2.09532, 2.65904], [3.18279, -0.57725, 1.41504], [5.13920, -2.84084, 0.77614], [4.22375, -2.04384, -0.44760], [4.41132, -3.04611, 2.84341], [3.54520, -1.50578, 3.23924], [-3.54990, 1.80054, -2.02275], [-3.01249, 1.52162, -3.15916], [-2.88812, 0.29099, -3.50951], [-2.71690, 2.46382, -3.83128], [-3.66988, 2.79521, -1.89495], [-3.75762, 1.15151, -1.27728], [-2.55396, 0.21543, -4.45962], [-3.10226, -0.38121, -2.78674], [1.10599, -0.66688, -0.57486], [-0.09993, -0.95322, -0.10266], [-0.98715, -0.57609, -0.94986], [-0.29808, -1.43458, 1.06152], [1.31802, -0.07056, -1.36196], [1.82695, -0.88431, 0.09822], [-1.98900, -0.63971, -0.83882], [-0.61584, -0.06150, -1.73562], [-4.16108, 2.16028, 1.67178], [-4.74523, 1.16037, 1.10141], [-3.82673, 0.30673, 0.83203], [-5.92403, 1.01152, 0.87358], [-4.61196, 3.06400, 1.66203], [-3.24753, 2.01714, 2.07803], [-4.18352, -0.51112, 0.35882], [-2.85112, 0.43272, 1.06100], [0.28264, 3.23825, -0.58104], [0.98872, 4.25165, -0.26693], [0.30592, 5.35890, -0.28041], [2.15264, 4.21072, 0.04013], [0.56163, 2.26790, -0.60683], [-0.60849, 3.46000, -1.00153], [-0.62508, 5.49164, -0.64881], [0.99139, 6.08130, -0.11207], [-1.21866, -4.15071, 0.98404], [-0.46422, -5.19931, 1.31163], [-1.28874, -6.18049, 1.59859], [0.71863, -5.21499, 1.19896], [-0.75734, -3.25856, 0.87746], [-2.21873, -4.29054, 1.00422], [-0.90664, -7.11526, 1.61616], [-2.23776, -5.83509, 1.61084], [3.74965, 2.35543, 0.96632], [4.63094, 2.69800, 1.88357], [5.23208, 1.56082, 2.31126], [4.86303, 3.82232, 2.27451], [3.16538, 3.05032, 0.52374], [3.49293, 1.37887, 0.94335], [5.17603, 0.83796, 1.60809], [5.96829, 1.54943, 3.00261], [-0.14491, -2.40310, 3.56652], [0.77100, -3.20429, 4.19916], [1.57868, -3.86053, 3.42082], [0.76952, -3.30909, 5.41084], [-0.98823, -2.21933, 4.09105], [-0.04576, -2.02634, 2.63469], [1.42552, -4.03671, 2.43817], [2.46785, -4.13708, 3.81196], [-0.03241, 2.46616, 3.45428], [-0.37429, 1.37425, 2.57263], [-1.68854, 1.04541, 2.80624], [1.05204, 2.56493, 3.40636], [-0.31495, 2.05300, 4.42257], [-0.46061, 3.38302, 3.04917], [0.22204, 0.47578, 2.73152], [-0.20174, 1.55425, 1.51154], [-1.66724, 0.36604, 3.48419], [-5.85115, -3.20722, -0.27638], [-4.53656, -2.96195, -0.98091], [-4.54834, -1.51606, -1.32360], [-6.66499, -3.12334, -0.99661], [-6.06150, -2.76182, 0.69599], [-5.93352, -4.25857, -0.00078], [-4.33492, -3.52531, -1.89199], [-3.73024, -3.17729, -0.27979], [-5.28604, -1.46590, -1.93587], [0.58845, -0.90675, -4.23617], [0.64057, 0.59504, -4.25592], [0.71177, 1.04324, -2.88653], [-0.27846, -1.18362, -3.63624], [1.43003, -1.36205, -3.71410], [0.38674, -1.36973, -5.20211], [-0.13733, 1.10539, -4.82382], [1.52028, 0.92467, -4.80868], [1.53369, 1.51479, -2.73258], [3.25432, 3.36768, -4.08930], [3.93086, 2.90332, -2.78959], [3.11081, 1.98874, -2.11509], [3.04160, 2.64603, -4.87802], [3.95142, 3.98564, -4.65524], [2.39265, 4.02261, -3.96018], [3.81909, 3.70227, -2.05659], [4.94609, 2.55507, -2.97965], [3.53316, 1.77269, -1.28050]],
  "max_force_ev_per_a": 6.29,
  "smiles": "NC(N)=O.NC(N)=O.NC(N)=O.NC(N)=O.NC(N)=O.NC(N)=O.NC(N)=O.NC(N)=O.CCO.CCO.CCO.CCO",
  "total_energy_ha": -2422.35140,
  "homo_lumo_gap_ev": 9.0,
  "relative_energy_kcal_mol": 130.1
}


Record 2
{
  "formula": "C16H60N6O14",
  "method": "ωB97M-V with the def2-TZVPD basis set",
  "symbols": ["C", "C", "O", "H", "H", "H", "H", "H", "H", "C", "C", "O", "H", "H", "H", "H", "H", "H", "C", "O", "N", "N", "H", "H", "H", "H", "C", "O", "N", "N", "H", "H", "H", "H", "C", "O", "N", "N", "H", "H", "H", "H", "C", "O", "H", "H", "H", "H", "C", "O", "H", "H", "H", "H", "C", "O", "H", "H", "H", "H", "C", "O", "H", "H", "H", "H", "C", "O", "H", "H", "H", "H", "C", "O", "H", "H", "H", "H", "C", "O", "H", "H", "H", "H", "C", "O", "H", "H", "H", "H", "C", "O", "H", "H", "H", "H"],
  "xyz": [[-4.33800, 0.09500, 22.07700], [-4.00000, 1.51300, 22.57800], [-2.81100, 2.07900, 22.03600], [-3.59800, -0.69000, 22.39000], [-4.23400, 0.17400, 21.02900], [-5.33500, -0.17200, 22.26000], [-4.01900, 1.57700, 23.68200], [-4.67000, 2.25900, 22.17900], [-2.60700, 1.59900, 21.25000], [-2.55400, -4.61100, 21.29900], [-3.90700, -5.18200, 21.01900], [-3.72400, -6.25300, 20.15000], [-1.94700, -4.42200, 20.41100], [-2.08600, -5.29100, 22.05300], [-2.68200, -3.62200, 21.73300], [-4.63600, -4.56700, 20.60100], [-4.28500, -5.67300, 21.89100], [-3.52700, -7.03900, 20.68100], [-3.44800, -1.72200, 25.30700], [-4.45900, -1.55200, 26.30600], [-3.23700, -2.88300, 24.76700], [-2.63600, -0.75000, 25.00500], [-3.71200, -3.72300, 25.09400], [-2.44100, -3.02300, 24.18900], [-2.80700, 0.15400, 25.47200], [-1.87500, -0.80300, 24.30000], [0.84100, -3.76700, 19.02600], [-0.01400, -3.06200, 18.24700], [0.84700, -3.55000, 20.26000], [1.79700, -4.54300, 18.62100], [1.19200, -4.17200, 20.95600], [0.25400, -2.76600, 20.62800], [1.93500, -4.56000, 17.62700], [2.40500, -5.15300, 19.20300], [-0.73200, -1.72700, 22.69500], [-0.78900, -1.82000, 21.30300], [-0.66400, -2.74000, 23.49500], [-0.66900, -0.56700, 23.25800], [-0.33500, -3.63300, 23.09400], [-0.42800, -2.68200, 24.50100], [-0.52500, 0.31700, 22.71300], [-0.26800, -0.37000, 24.19500], [0.60000, -6.22400, 21.96000], [0.77900, -5.03900, 22.72800], [1.50900, -6.77300, 22.04000], [0.33500, -6.05600, 20.94400], [-0.17000, -6.86900, 22.37300], [1.26000, -5.27900, 23.50100], [-1.60200, -5.99600, 24.72800], [-1.96100, -6.67700, 25.90500], [-2.28700, -5.25000, 24.34600], [-1.52700, -6.66700, 23.93100], [-0.65000, -5.44600, 24.82100], [-2.88600, -6.61600, 26.11200], [0.53500, -1.92700, 26.54200], [0.22200, -3.18600, 25.92800], [0.75100, -1.97000, 27.62100], [-0.31200, -1.30000, 26.40700], [1.44100, -1.51900, 26.01500], [0.03800, -3.86900, 26.63400], [1.73900, 1.54200, 21.89800], [0.53200, 0.99500, 21.47600], [2.49800, 0.71700, 21.95100], [1.64900, 2.09200, 22.86000], [2.03300, 2.35300, 21.15800], [0.69600, 0.53500, 20.62800], [-2.20100, 0.07700, 18.69800], [-1.97100, 0.45300, 20.06700], [-3.27800, -0.36200, 18.51100], [-1.56300, -0.73900, 18.47400], [-1.96200, 0.85400, 18.03300], [-1.74100, -0.33100, 20.59100], [0.19400, 3.87200, 23.79000], [-0.50600, 4.93200, 24.33200], [1.02100, 3.48500, 24.45300], [0.83300, 4.18500, 22.95300], [-0.39100, 3.15200, 23.29000], [-1.14000, 5.24400, 23.65100], [2.79600, -1.91300, 22.78000], [2.52400, -1.00700, 23.82200], [3.80600, -1.82800, 22.33400], [2.06000, -1.70300, 22.02600], [2.66000, -2.84100, 23.29900], [1.70800, -0.60100, 23.57200], [0.17800, 3.18700, 19.12200], [-0.34300, 3.36200, 20.42700], [1.13400, 2.66700, 19.10000], [0.35900, 4.15000, 18.71200], [-0.56500, 2.66600, 18.50800], [-0.28100, 2.49900, 20.79300], [1.42600, 1.27200, 25.87100], [0.22000, 0.76400, 25.37800], [1.77600, 0.68900, 26.67900], [0.99600, 2.22100, 26.30900], [2.21800, 1.52300, 25.19000], [-0.53700, 0.93800, 25.98300]],
  "max_force_ev_per_a": 9.56,
  "total_energy_ha": -2027.23984,
  "homo_lumo_gap_ev": 8.5,
  "relative_energy_kcal_mol": 53.9
}